The following is a quantum chemistry calculation of a cluster of 14 separate species, C16H60N14O14 in total at a distorted geometry, from the Open Molecules 2025 dataset.

CARTESIAN COORDINATES (ANGSTROEM)
C  -2.41  1.80  2.54
O  -3.23  2.88  2.03
H  -2.68  0.84  2.12
H  -1.34  1.95  2.37
H  -2.61  1.82  3.62
H  -3.97  2.51  1.55
C  -2.78  1.41  -4.99
O  -2.42  1.39  -3.63
H  -2.74  0.44  -5.49
H  -3.81  1.77  -5.12
H  -2.13  2.10  -5.54
H  -2.84  0.64  -3.17
C  1.53  4.10  -2.86
O  2.12  4.27  -1.60
H  1.20  5.04  -3.28
H  2.22  3.59  -3.55
H  0.63  3.48  -2.80
H  2.27  3.43  -1.15
C  -0.78  3.87  -0.26
O  -1.35  4.73  0.73
H  -0.86  4.37  -1.22
H  0.28  3.71  -0.02
H  -1.16  2.85  -0.23
H  -2.08  4.28  1.18
C  -3.82  -1.84  -0.57
O  -2.95  -1.20  -1.48
H  -3.20  -2.15  0.29
H  -4.62  -1.24  -0.12
H  -4.28  -2.75  -0.96
H  -2.49  -0.55  -0.91
C  0.11  0.03  -0.17
O  -1.09  -0.07  0.23
N  0.43  0.19  -1.50
N  1.19  0.02  0.70
H  -0.33  0.19  -2.17
H  1.41  -0.03  -1.70
H  2.08  0.38  0.43
H  0.99  -0.36  1.61
C  -1.68  -2.57  -4.68
O  -0.90  -2.03  -3.89
N  -1.98  -1.97  -5.92
N  -2.35  -3.78  -4.47
H  -2.44  -2.49  -6.63
H  -1.57  -1.08  -6.13
H  -2.95  -4.11  -5.19
H  -2.20  -4.30  -3.62
C  4.28  -0.32  -2.10
O  3.03  -0.42  -2.09
N  5.03  0.30  -1.11
N  5.05  -0.78  -3.17
H  4.50  0.91  -0.46
H  6.00  0.46  -1.21
H  5.99  -0.43  -3.22
H  4.65  -1.23  -3.96
C  1.77  -2.55  4.14
O  2.18  -3.66  4.49
N  0.45  -2.22  3.97
N  2.56  -1.43  3.93
H  -0.24  -2.93  4.10
H  0.22  -1.27  3.69
H  1.99  -0.58  4.03
H  3.56  -1.50  3.93
C  4.05  2.18  2.08
O  4.06  1.93  0.86
N  3.63  1.30  3.04
N  4.54  3.40  2.54
H  3.56  1.53  4.01
H  3.15  0.48  2.70
H  4.71  3.51  3.52
H  4.82  4.03  1.82
C  1.40  0.08  -5.56
O  1.66  0.16  -6.78
N  0.64  0.98  -4.84
N  2.07  -0.82  -4.76
H  0.25  1.74  -5.36
H  0.71  1.00  -3.85
H  1.75  -0.80  -3.81
H  2.60  -1.56  -5.19
C  0.50  1.67  4.66
O  0.47  0.60  4.06
N  0.63  2.87  4.00
N  0.48  1.80  6.03
H  0.49  2.94  3.01
H  0.80  3.75  4.45
H  0.40  1.01  6.65
H  0.49  2.73  6.39
C  -1.58  -4.66  1.24
C  -0.59  -3.85  0.42
O  -1.08  -3.82  -0.91
H  -2.56  -4.23  1.06
H  -1.38  -4.75  2.31
H  -1.58  -5.70  0.89
H  0.43  -4.25  0.46
H  -0.61  -2.82  0.82
H  -0.70  -3.09  -1.41
C  -3.01  -1.87  3.02
C  -2.88  -1.69  4.53
O  -4.08  -2.01  5.26
H  -2.12  -1.51  2.50
H  -3.88  -1.35  2.62
H  -3.03  -2.95  2.87
H  -2.62  -0.64  4.68
H  -2.14  -2.42  4.85
H  -3.89  -2.81  5.74

Values from the calculation:
Spin multiplicity: 1
Net charge: 0
Strongest force on any atom (eV/A): 2.8
E_LUMO (eV): -0.2
Relative energy (zero: lowest compared OMol25 entry of this formula, charge and spin) (eV): 0.0000

---

The following is a quantum chemistry calculation of a cluster of 2 separate species, C2H4Br2NO in total at a distorted geometry, from the Open Molecules 2025 dataset.

CARTESIAN COORDINATES (ANGSTROEM)
C  1.51  1.31  0.39
C  -0.96  -0.63  0.27
N  -0.38  -1.18  -0.72
O  1.54  0.11  0.53
Br  -2.85  -0.39  0.04
Br  -0.12  2.06  -0.27
H  -0.74  -0.65  1.26
H  2.33  1.95  0.58
H  -0.82  -1.00  -1.60
H  0.50  -1.58  -0.48

Values from the calculation:
Spin multiplicity: 1
Net charge: +1
Strongest force on any atom (eV/A): 5.1
E_LUMO (eV): -5.6
Relative energy (zero: lowest compared OMol25 entry of this formula, charge and spin) (eV): 0.1525

---

The following is a quantum chemistry calculation of a structure of composition C17H24FeNO at a distorted geometry, from the Open Molecules 2025 dataset.

CARTESIAN COORDINATES (ANGSTROEM)
O  0.90  1.73  -3.17
C  2.24  1.60  -3.61
C  2.97  0.90  -2.47
C  4.32  0.23  -2.78
C  4.25  -1.14  -2.08
C  2.75  -1.41  -1.84
N  2.14  -0.10  -1.84
H  0.40  2.31  -3.77
H  2.30  1.01  -4.55
H  2.71  2.59  -3.75
H  3.17  1.72  -1.75
H  4.47  0.13  -3.87
H  5.13  0.85  -2.36
H  4.73  -1.94  -2.65
H  4.75  -1.05  -1.10
H  2.34  -2.02  -2.67
H  2.57  -1.97  -0.91
H  1.14  -0.06  -2.03
C  1.07  0.25  1.63
C  0.00  0.10  2.62
C  -1.06  -0.82  2.54
C  -2.17  -1.01  3.51
C  -3.13  -1.90  2.93
C  -2.69  -2.26  1.60
C  -1.44  -1.60  1.33
Fe  -2.81  -0.28  1.81
C  -2.44  1.36  0.73
C  -2.93  1.71  2.05
C  -4.21  1.05  2.25
C  -4.52  0.30  1.04
C  -3.42  0.48  0.11
H  1.62  1.18  1.86
H  1.79  -0.57  1.66
H  0.74  0.34  0.59
H  0.10  0.65  3.56
H  -2.14  -0.61  4.53
H  -4.02  -2.29  3.43
H  -3.17  -2.97  0.94
H  -0.77  -1.73  0.47
H  -1.55  1.76  0.25
H  -2.46  2.42  2.74
H  -4.87  1.19  3.10
H  -5.44  -0.24  0.85
H  -3.38  0.11  -0.92

Values from the calculation:
Spin multiplicity: 5
Net charge: -1
Strongest force on any atom (eV/A): 3.3
E_LUMO (alpha / beta) (eV): 2.6 / 1.0
Relative energy (zero: lowest compared OMol25 entry of this formula, charge and spin) (eV): 0.0000

---

The following is a quantum chemistry calculation of the ion C2H2N3O with charge +1 at a distorted geometry, from the Open Molecules 2025 dataset.

CARTESIAN COORDINATES (ANGSTROEM)
N  -1.61  -1.29  -0.10
N  -0.50  -1.34  0.00
C  0.66  -0.73  0.09
C  0.53  0.67  -0.10
N  -0.56  1.20  0.13
O  -1.59  1.60  -0.13
H  1.55  -1.18  0.15
H  1.50  1.07  -0.04

Values from the calculation:
Spin multiplicity: 1
Net charge: +1
SMILES string: N#[N+]/C=C\N=O
Strongest force on any atom (eV/A): 4.5
E_LUMO (alpha / beta) (eV): -7.4 / -7.4
Relative energy (zero: lowest compared OMol25 entry of this formula, charge and spin) (eV): 4.7315

---

The following is a quantum chemistry calculation of a cluster of 8 separate species, C21H45F7N6O9P in total at a distorted geometry, from the Open Molecules 2025 dataset.

CARTESIAN COORDINATES (ANGSTROEM)
P  -4.19  20.89  -18.35
F  -3.94  21.59  -19.81
F  -3.99  22.33  -17.55
F  -5.80  21.16  -18.45
F  -4.48  20.08  -16.96
F  -4.29  19.53  -19.28
F  -2.54  20.74  -18.18
C  -2.09  19.26  -21.89
C  -2.54  17.78  -21.96
O  -1.97  17.04  -22.78
N  -3.47  17.30  -21.05
C  -3.89  15.93  -20.98
H  -1.02  19.27  -21.71
H  -2.60  19.82  -21.11
H  -2.34  19.67  -22.87
H  -3.63  17.98  -20.33
H  -3.95  15.41  -21.94
H  -4.92  15.84  -20.62
H  -3.24  15.27  -20.41
C  -6.88  25.91  -13.95
C  -6.62  24.65  -14.64
O  -5.71  23.89  -14.35
N  -7.36  24.49  -15.76
C  -7.49  23.39  -16.61
H  -5.90  26.34  -13.73
H  -7.32  25.70  -12.97
H  -7.55  26.64  -14.40
H  -7.89  25.31  -16.02
H  -7.66  23.85  -17.58
H  -8.36  22.76  -16.42
H  -6.57  22.82  -16.62
C  -4.09  24.75  -19.87
C  -3.73  26.16  -20.22
O  -2.64  26.56  -19.92
N  -4.62  26.93  -20.73
C  -4.34  28.39  -21.01
H  -3.75  24.13  -20.70
H  -5.17  24.55  -19.84
H  -3.57  24.37  -19.00
H  -5.48  26.47  -21.00
H  -3.95  28.51  -22.02
H  -3.75  28.93  -20.26
H  -5.33  28.83  -21.11
C  -2.21  17.45  -17.66
C  -2.53  17.12  -16.20
O  -1.81  16.28  -15.66
N  -3.51  17.82  -15.60
C  -3.77  17.67  -14.18
H  -1.16  17.77  -17.66
H  -2.77  18.26  -18.12
H  -2.35  16.52  -18.19
H  -4.18  18.36  -16.14
H  -4.76  17.34  -13.86
H  -3.65  18.68  -13.78
H  -3.15  16.95  -13.66
C  -2.83  22.09  -14.53
C  -2.26  23.34  -13.79
O  -1.05  23.36  -13.41
N  -3.16  24.29  -13.49
C  -2.74  25.46  -12.74
H  -2.82  21.30  -13.78
H  -2.38  21.92  -15.51
H  -3.90  22.11  -14.71
H  -4.14  24.20  -13.70
H  -2.92  25.32  -11.68
H  -3.38  26.31  -12.97
H  -1.70  25.77  -12.88
C  -0.69  23.87  -17.02
C  -0.78  23.90  -18.57
O  -0.71  25.00  -19.14
N  -0.85  22.74  -19.23
C  -0.65  22.51  -20.63
H  -0.70  22.85  -16.62
H  -1.45  24.44  -16.49
H  0.34  24.09  -16.73
H  -1.22  21.96  -18.70
H  0.12  23.13  -21.08
H  -1.49  22.58  -21.32
H  -0.29  21.49  -20.68
C  -6.63  20.44  -21.51
C  -5.74  20.10  -22.69
O  -6.38  20.83  -23.71
C  -7.67  20.94  -23.39
O  -8.52  21.12  -24.18
O  -7.87  20.66  -22.10
F  -5.83  18.81  -22.93
H  -6.21  21.28  -20.95
H  -6.77  19.65  -20.77
H  -4.70  20.45  -22.65

Values from the calculation:
Spin multiplicity: 2
Net charge: 0
Strongest force on any atom (eV/A): 3.6
E_LUMO (alpha / beta) (eV): -0.3 / -5.4

---

The following is a quantum chemistry calculation of a cluster of 2 separate species, C15H25F4NO7PS in total at a distorted geometry, from the Open Molecules 2025 dataset.

CARTESIAN COORDINATES (ANGSTROEM)
O  5.14  -1.12  1.62
C  4.21  -0.46  1.68
O  3.01  -0.91  1.14
C  2.75  -0.21  -0.09
C  1.28  0.29  -0.16
C  0.45  -0.85  -0.84
C  -1.05  -0.48  -0.98
C  -1.66  -0.36  0.43
C  -1.72  1.08  1.08
C  -3.17  1.36  1.58
N  -4.00  0.47  0.71
F  -5.17  0.01  1.25
P  -4.52  1.31  -0.85
O  -3.87  0.62  -2.15
O  -4.16  2.89  -0.81
S  -6.42  1.18  -0.98
C  -3.16  -0.76  0.62
C  -3.74  -2.02  -0.08
C  -3.64  -3.20  0.94
C  -3.93  -4.54  0.30
F  -5.12  -4.61  -0.23
F  -3.00  -4.85  -0.59
F  -3.86  -5.49  1.23
H  4.18  0.54  2.15
H  2.95  -0.84  -0.97
H  3.43  0.66  -0.15
H  0.91  0.48  0.85
H  1.30  1.20  -0.78
H  0.92  -1.03  -1.81
H  0.57  -1.73  -0.20
H  -1.50  -1.26  -1.61
H  -1.08  0.47  -1.56
H  -1.17  -1.15  1.00
H  -1.17  0.97  2.03
H  -1.27  1.89  0.49
H  -3.34  0.90  2.57
H  -3.51  2.40  1.69
H  -2.90  0.77  -2.21
H  -3.23  3.07  -0.55
H  -3.14  -1.09  1.67
H  -4.80  -1.92  -0.34
H  -3.15  -2.33  -0.95
H  -2.60  -3.20  1.32
H  -4.29  -3.00  1.80
C  7.37  1.70  -0.69
C  7.48  2.99  -1.46
O  6.11  3.39  -1.59
C  5.41  2.81  -0.59
O  4.28  3.06  -0.31
O  6.17  1.89  0.07
H  8.22  1.53  -0.03
H  7.25  0.83  -1.34
H  8.02  3.77  -0.90
H  7.94  2.87  -2.43

Values from the calculation:
Spin multiplicity: 1
Net charge: +1
Strongest force on any atom (eV/A): 5.9
E_LUMO (eV): -3.8

---

The lowest strongest force on any atom belongs to which entry? C16H60N14O14